190
Properties=species:S:1:pos:R:3:mulliken_charge:R:1 method="wB97M-V/def2-TZVPD" lumo_ev=0.351 e_homo_ev=-7.66 multiplicity=1 homo_lumo_gap_ha=0.29458
C -3.43977 1.53654 -2.19359 -2.105
C -3.97795 2.59498 -1.20227 1.578
C -4.71213 3.62701 -2.06116 -1.390
C -5.62493 4.52818 -1.23913 -0.877
C -6.67746 3.65487 -0.55311 -1.177
C -6.05241 2.59303 0.35852 1.474
N -4.95061 1.96043 -0.32698 0.304
O -4.51625 0.72144 0.21587 0.462
C -5.64533 3.27065 1.68633 -1.649
C -7.13984 1.55463 0.65640 -2.006
C -2.78208 3.19291 -0.43876 -0.788
H -4.28557 0.93945 -2.53615 0.745
H -2.66027 0.90204 -1.77326 -0.340
H -3.04348 2.06477 -3.06500 0.701
H -3.95394 4.23689 -2.56875 0.462
H -5.25618 3.14479 -2.87692 0.386
H -6.08796 5.26998 -1.89335 0.422
H -5.06611 5.09620 -0.49171 0.321
H -7.31490 3.18849 -1.30971 0.386
H -7.31005 4.34289 0.01543 0.395
H -4.81024 2.73453 2.13732 0.117
H -5.28210 4.29670 1.54707 0.285
H -6.43610 3.34669 2.43349 0.530
H -7.97568 2.00682 1.19066 0.527
H -7.47743 1.13715 -0.29633 0.407
H -6.80598 0.72818 1.28428 0.247
H -3.16142 3.85056 0.34200 0.425
H -2.14507 3.73084 -1.14132 0.196
H -2.23919 2.33217 -0.04803 -0.239
H -4.91467 0.09922 -0.41390 0.304
C 6.92150 -2.05827 0.64156 -1.890
C 6.38928 -0.75859 0.00834 2.049
C 4.92513 -0.94208 -0.39530 -1.134
C 3.96565 -0.88664 0.80332 0.959
C 4.15328 0.41075 1.57616 0.450
C 5.60535 0.75234 1.93724 1.953
N 6.51509 0.43799 0.82144 0.269
O 7.86651 0.67223 1.16181 -0.516
C 5.67833 2.26444 2.13571 -1.814
C 5.95999 0.02341 3.24371 -1.934
C 7.14820 -0.52341 -1.31824 -1.756
H 8.01205 -2.09331 0.59295 0.506
H 6.59140 -2.91304 0.04758 0.374
H 6.57309 -2.21954 1.65998 0.192
H 4.60312 -0.16430 -1.09174 -0.923
H 4.83362 -1.91423 -0.88143 1.021
H 4.05971 -1.77782 1.43011 -1.030
H 2.97529 -0.97888 0.34534 0.072
H 3.60786 0.22334 2.50935 0.762
H 3.61548 1.23513 1.10482 -1.559
H 5.59253 2.74699 1.16293 0.218
H 4.92319 2.62076 2.84032 0.280
H 6.64086 2.57496 2.55128 0.410
H 5.28981 0.39048 4.02482 0.447
H 5.81180 -1.06063 3.25699 0.261
H 7.00327 0.16159 3.53584 0.500
H 8.22745 -0.58221 -1.15257 0.428
H 6.94502 0.47717 -1.69647 0.269
H 6.89874 -1.31466 -2.02525 0.366
H 8.06381 0.04535 1.87597 0.389
C 1.59765 2.82406 -4.61050 -2.033
C 1.75972 2.48355 -3.10877 2.312
C 2.58044 1.19497 -2.98620 -0.216
C 4.08461 1.39585 -3.11726 -1.520
C 4.57908 2.44514 -2.13627 0.014
C 3.85569 3.79202 -2.30941 1.471
N 2.42190 3.58067 -2.39630 1.612
O 1.71056 4.79618 -2.46971 -0.601
C 4.14270 4.61621 -1.06329 -1.670
C 4.39903 4.54375 -3.53621 -2.036
C 0.38670 2.27378 -2.49619 -1.053
H 0.82097 2.19522 -5.05119 0.119
H 2.53977 2.65425 -5.13884 0.276
H 1.38484 3.88031 -4.77361 0.409
H 2.35810 0.67479 -2.04863 -0.535
H 2.27353 0.53485 -3.80361 0.434
H 4.32647 1.73593 -4.12883 0.697
H 4.61063 0.45199 -2.96223 0.484
H 5.65470 2.58409 -2.25359 0.773
H 4.39094 2.11479 -1.10832 -0.976
H 3.60051 5.56376 -1.05348 0.466
H 3.84818 4.13500 -0.12350 -0.133
H 5.20770 4.83065 -0.93790 0.443
H 5.41038 4.94455 -3.43681 0.452
H 4.43214 3.88810 -4.41004 0.317
H 3.75139 5.39085 -3.76920 0.375
H -0.13687 1.41577 -2.92111 -0.085
H -0.22525 3.16583 -2.66114 0.658
H 0.43350 2.17321 -1.40963 -0.599
H 1.07663 4.68665 -1.74391 0.418
C 1.60824 -1.64810 3.45399 -0.500
C 1.12309 -0.61771 4.43646 0.646
O 0.18803 0.11747 4.18894 -0.195
C 1.68769 -0.66836 5.83603 -1.766
H 1.19859 -2.60910 3.77093 0.885
H 2.69764 -1.72331 3.44132 0.202
H 1.28788 -1.38953 2.45076 -0.344
H 1.46371 -1.63879 6.28850 0.409
H 1.22477 0.10312 6.44521 0.360
H 2.77730 -0.60948 5.81766 0.334
C -1.88388 -6.66711 -3.01581 -1.339
C -0.85168 -5.64147 -2.59375 0.697
O 0.05352 -5.94438 -1.85254 -0.526
C -1.03069 -4.25260 -3.14993 -0.040
H -1.64722 -6.96416 -4.03871 0.442
H -2.88608 -6.23941 -2.98967 0.289
H -1.84279 -7.49762 -2.31590 0.281
H -1.44025 -4.31386 -4.16205 0.485
H -0.06443 -3.75795 -3.25237 0.373
H -1.69772 -3.63405 -2.55700 -0.665
C -2.12374 0.53417 -5.49355 -0.800
C -0.97369 -0.38689 -5.15379 0.949
O -0.91193 -1.00556 -4.11842 -0.234
C 0.09460 -0.50026 -6.20989 -1.320
H -1.79292 1.54871 -5.71328 0.419
H -2.82763 0.54911 -4.66078 -0.224
H -2.66672 0.14504 -6.35768 0.493
H 0.45142 -1.52027 -6.33965 0.381
H 0.92260 0.16057 -5.93785 0.183
H -0.24425 -0.14965 -7.18629 0.410
C -4.38583 -1.93303 -3.58477 -0.545
C -4.67176 -2.36019 -2.16886 0.718
O -4.95499 -1.56747 -1.30030 -0.414
C -4.81854 -3.83748 -1.91856 -1.131
H -4.67292 -2.71178 -4.29133 0.520
H -3.33495 -1.65205 -3.69010 -0.397
H -4.97846 -1.06028 -3.86630 0.376
H -5.06749 -4.03832 -0.87586 0.283
H -3.92652 -4.45688 -2.04807 -0.100
H -5.60319 -4.25730 -2.55089 0.508
C -0.51950 0.00060 0.72928 2.597
C -0.50296 -1.42418 0.28424 -0.167
O 0.47132 -2.14330 0.38680 -0.224
C -1.75067 -1.97893 -0.38193 1.458
H -1.48241 0.28014 1.15075 -0.704
H -0.34050 0.58898 -0.18039 -1.327
H 0.30870 0.23962 1.39248 -0.433
H -2.64120 -1.41179 -0.12096 -0.500
H -1.76496 -3.04434 -0.15969 -0.121
H -1.55603 -1.88939 -1.45602 -0.561
C -2.47407 1.86933 6.18001 -1.238
C -3.00672 1.76943 4.76124 0.654
O -4.13711 1.36626 4.59526 -0.562
C -2.17095 2.28880 3.62751 0.193
H -2.45116 2.89252 6.56083 0.426
H -1.51923 1.35449 6.29466 0.161
H -3.18484 1.38291 6.85169 0.390
H -2.32402 3.37022 3.58001 0.479
H -2.41924 1.81502 2.68026 -0.644
H -1.11413 2.08892 3.81270 0.143
C -1.71312 -4.73325 2.18169 -0.320
C -2.55766 -5.68066 1.35594 0.805
O -2.72950 -5.46645 0.17223 -0.405
C -3.18343 -6.85921 2.01442 -1.491
H -1.57185 -3.74939 1.74331 -0.773
H -0.72577 -5.19719 2.26109 0.532
H -2.15274 -4.54314 3.16269 0.510
H -2.62614 -7.20226 2.89017 0.404
H -3.24738 -7.70606 1.33249 0.375
H -4.19225 -6.64754 2.37413 0.311
C -2.45997 -1.75101 5.19963 -0.230
C -3.58819 -2.41704 4.45547 0.419
O -4.23670 -3.31984 4.92700 -0.639
C -3.78011 -1.91021 3.03549 0.646
H -2.32912 -2.20823 6.17894 0.486
H -2.71223 -0.69947 5.33196 -0.066
H -1.54189 -1.81605 4.61265 -0.297
H -3.21607 -2.55915 2.36922 -0.494
H -3.39175 -0.89501 2.97221 -0.334
H -4.82175 -1.95353 2.72517 0.434
C 1.51859 3.21412 1.34180 0.168
C 0.78141 4.51521 1.15926 0.513
O 0.36660 4.81893 0.06375 -0.529
C 0.44666 5.29768 2.39925 -1.349
H 1.05150 2.61552 2.12717 0.338
H 2.55332 3.43595 1.61758 0.370
H 1.51667 2.65026 0.41124 -0.581
H -0.14936 6.17205 2.15417 0.369
H 1.35762 5.48903 2.96832 0.407
H -0.16550 4.67573 3.06049 0.155
C 2.63270 -4.91604 -0.40625 -0.182
C 1.65392 -5.23364 0.73485 1.047
O 2.26646 -4.55573 1.80454 -0.293
C 3.61695 -4.48270 1.56028 0.738
O 4.41500 -4.24034 2.40815 -0.572
O 3.85885 -4.71372 0.27715 -0.356
F 1.64099 -6.57204 1.05530 -0.390
H 2.26182 -4.03658 -0.93555 0.090
H 2.69419 -5.71246 -1.14227 0.458
H 0.63252 -4.92471 0.54138 -0.392

85
Properties=species:S:1:pos:R:3:mulliken_charge:R:1 method="wB97M-V/def2-TZVPD" lumo_ev=-0.369 e_homo_ev=-7.14 multiplicity=1 homo_lumo_gap_ha=0.24873
Zr -0.38007 0.39541 -0.44654 -0.170
N -2.34820 -0.15070 -1.49037 -0.787
C -2.04267 0.43505 -2.83399 -0.064
C -1.64017 1.95189 -2.69230 0.278
O -2.23086 2.80131 -3.34152 -0.744
N -0.55783 2.15807 -1.87533 0.107
C -0.47552 3.53819 -1.24322 -0.842
C -0.21819 3.45632 0.24045 -0.125
O 0.04038 4.57951 0.75872 -0.648
O -0.40314 1.83791 0.91312 -0.095
H -2.49482 -1.14986 -1.51246 0.306
H -3.14064 0.31977 -1.07001 0.273
H -2.91812 0.35869 -3.47753 0.512
H -1.22868 -0.09741 -3.31788 -0.113
H -1.37722 4.14117 -1.36420 0.423
H 0.35527 4.10785 -1.65889 0.333
C 2.52097 -1.79846 2.51629 -1.496
C 2.41680 -0.36502 2.97197 1.189
C 2.71862 0.00055 4.28927 -0.992
C 2.58895 1.30655 4.71602 -0.830
C 2.15571 2.30459 3.84184 -0.917
C 1.87428 2.00708 2.52432 1.117
C 1.36412 3.02250 1.53340 -1.690
C 2.02479 0.62713 2.09719 -0.817
N 1.67036 0.21436 0.71319 1.242
C 2.59701 0.18583 -0.16154 1.080
C 4.01838 0.57757 0.12326 -1.813
C 2.29079 -0.33778 -1.58349 0.740
C 3.36345 -1.15821 -2.23723 -1.691
N 1.19962 0.00580 -2.16653 1.494
C 1.12842 -0.36644 -3.56203 -1.524
C 0.59620 -1.57000 -4.02371 1.665
C 0.04767 -2.63460 -3.11304 -0.613
C 0.58745 -1.79255 -5.39918 -1.297
C 1.08380 -0.85783 -6.29079 -0.989
C 1.59827 0.33601 -5.81271 -1.052
C 1.61475 0.60130 -4.45033 1.249
C 2.16484 1.91051 -3.94662 -1.352
H 2.59078 -2.46964 3.37149 0.478
H 3.40958 -1.95337 1.89842 0.259
H 1.64434 -2.08787 1.93216 0.156
H 3.03760 -0.76181 4.98962 0.440
H 2.81068 1.55680 5.74579 0.433
H 2.03690 3.32165 4.19424 0.475
H 1.15631 3.97183 1.99861 0.732
H 0.28227 2.66720 1.01116 1.329
H 2.12429 3.17665 0.75479 0.170
H 4.05600 1.32429 0.91272 0.462
H 4.48253 0.99560 -0.77081 0.478
H 4.59769 -0.29406 0.43555 0.319
H 3.88724 -1.75052 -1.48623 0.509
H 4.09051 -0.51125 -2.73420 0.297
H 2.94164 -1.83459 -2.97372 0.418
H 0.80369 -2.99638 -2.41527 0.180
H -0.30085 -3.48078 -3.70531 0.529
H -0.77923 -2.27199 -2.51032 -0.115
H 0.17894 -2.72230 -5.77474 0.444
H 1.06346 -1.05652 -7.35422 0.434
H 1.97945 1.07666 -6.50439 0.470
H 2.22455 2.63512 -4.75705 0.498
H 3.17106 1.78455 -3.53491 0.255
H 1.52129 2.32812 -3.17272 -0.013
C -2.14684 -0.25859 5.07843 -1.248
C -3.23221 -0.18305 3.99831 -0.844
Sb -2.36835 -0.40000 2.04468 0.338
C -1.82637 -2.48002 2.16037 -0.486
C -2.82472 -3.45120 2.79449 -1.295
C -4.31633 -0.45131 1.03588 -0.869
C -5.46317 -1.15970 1.76291 -1.239
H -2.58188 -0.13922 6.07230 0.374
H -1.40117 0.52602 4.93972 0.290
H -1.63381 -1.22195 5.04924 0.309
H -3.73402 0.78478 4.04074 0.482
H -3.97403 -0.96489 4.15389 0.415
H -0.90724 -2.48929 2.75282 0.331
H -1.56983 -2.78448 1.14776 0.362
H -3.08832 -3.16050 3.81304 0.264
H -2.38935 -4.45275 2.84267 0.429
H -3.73576 -3.53088 2.20441 0.245
H -4.20507 -0.88947 0.04657 0.462
H -4.59251 0.60060 0.91482 0.471
H -5.27182 -2.22323 1.88203 0.188
H -6.38762 -1.05854 1.18871 0.423
H -5.63967 -0.72378 2.74459 0.279
O -0.28540 -1.43799 -0.38665 -0.659

73
Properties=species:S:1:pos:R:3:mulliken_charge:R:1 method="wB97M-V/def2-TZVPD" lumo_ev="-1.197 / -1.185" e_homo_ev="-7.72 / -7.72" multiplicity=1 homo_lumo_gap_ha="0.23979 / 0.24018"
Ru 0.78869 -0.04272 -0.38235 1.144
C 1.55145 0.48969 -5.50657 -0.965
S 0.84916 -1.05812 -4.91918 -0.006
C 1.02079 -0.88489 -3.19723 0.475
S 1.71513 0.45281 -2.40306 -0.360
N 0.66856 -1.96013 -2.50002 -1.521
N 0.60033 -1.73250 -1.21021 1.543
C 0.94263 -2.88976 -0.41444 -1.378
C 2.03778 -2.47466 0.53954 0.946
C 2.76406 -3.38514 1.28749 -1.014
C 3.76646 -2.90931 2.11483 -0.355
C 4.00257 -1.54432 2.18265 -0.774
C 3.23184 -0.69176 1.41363 -0.425
N 2.27765 -1.15509 0.60268 0.199
H 1.33767 0.51197 -6.57477 0.393
H 2.62713 0.53003 -5.35285 0.414
H 1.07599 1.33753 -5.01693 0.243
H 1.28356 -3.70243 -1.05737 0.710
H 2.54341 -4.44191 1.21912 0.473
H 4.35883 -3.59984 2.70084 0.452
H 4.76777 -1.13786 2.82815 0.449
H 3.33557 0.38528 1.42978 0.440
C 2.48540 3.89374 3.00676 -1.599
C 1.75676 4.07574 1.66977 2.214
C 2.56857 5.01875 0.77096 -1.646
C 0.37143 4.68839 1.92376 -1.563
C 1.59097 2.77606 1.00067 0.312
C 1.48897 1.72302 0.40356 -1.520
H 2.60288 4.85845 3.50670 0.398
H 3.47668 3.46481 2.84933 0.362
H 1.92627 3.22632 3.66418 0.355
H 2.67435 5.99754 1.24586 0.395
H 2.07533 5.14722 -0.19256 0.382
H 3.56503 4.61271 0.58987 0.368
H 0.47156 5.64552 2.44185 0.399
H -0.23690 4.02155 2.53592 0.355
H -0.15182 4.85475 0.98169 0.361
F -2.65739 -1.82588 -5.51524 -0.366
C -2.53836 -0.57407 -5.06070 0.493
C -2.92958 -0.24327 -3.82893 -0.132
N -2.81557 1.04299 -3.34014 0.114
C -3.00295 1.27529 -1.90088 -1.421
C -2.00431 0.36686 -1.17772 0.928
O -2.35870 -0.74941 -0.80221 -0.462
O -0.82857 0.87384 -1.16418 -0.541
C -2.27780 2.06002 -4.10547 0.513
O -2.15211 3.20403 -3.72889 -0.647
N -1.89322 1.66839 -5.37859 0.015
C -1.93247 0.40299 -5.95336 0.107
O -1.50410 0.19469 -7.06631 -0.633
H -3.31560 -0.97584 -3.13326 0.495
H -4.02213 1.01885 -1.61392 0.307
H -2.79464 2.32512 -1.72937 0.415
H -1.51612 2.40853 -5.95230 0.241
C 0.62287 -3.27111 5.21721 -1.331
C -0.51931 -2.99525 4.27135 -0.073
O -0.07664 -2.00209 3.32817 -0.261
P -0.92965 -1.66591 2.03294 0.133
O -0.29852 -0.49890 1.40309 -0.197
Te -0.84497 -3.64156 0.57466 0.170
O -2.39370 -1.47954 2.54985 -0.313
C -3.54709 -2.33902 2.37600 -0.174
C -4.56661 -1.70039 1.47276 -0.933
H 0.31858 -4.00345 5.96555 0.406
H 0.92519 -2.35673 5.72617 0.326
H 1.47903 -3.66747 4.67128 0.261
H -1.39601 -2.60981 4.79417 0.264
H -0.80108 -3.90382 3.72839 0.318
H -3.93556 -2.49169 3.38270 0.285
H -3.22189 -3.31298 2.00014 0.265
H -4.90566 -0.75530 1.89723 0.304
H -5.42685 -2.36785 1.39250 0.417
H -4.15101 -1.51166 0.48524 0.055